Entry 1:
A 9-piece molecular cluster, C31H73FN9O11P2S overall at a distorted geometry, computed with the ωB97M-V functional and the def2-TZVPD basis.

The geometry in XYZ format:
```
128
Properties=species:S:1:pos:R:3:lowdin_charge:R:1
C 4.306 -2.383 -2.348 -0.096
O 4.289 -0.999 -2.725 -0.188
C 3.483 -0.241 -1.832 -0.244
C 2.612 0.769 -2.669 -0.166
C 1.189 0.144 -3.015 -0.274
P -0.132 0.698 -1.840 0.930
C -1.331 -0.630 -1.319 -0.257
C -0.837 -2.082 -1.552 -0.247
F 0.271 -2.402 -0.775 -0.054
C 0.590 1.421 -0.267 -0.258
O 0.990 2.809 -0.467 -0.176
N 2.209 2.991 0.163 -0.040
O 2.699 3.945 -0.312 0.101
P -1.325 2.235 -2.910 0.224
S -0.224 3.404 -4.002 0.164
H 3.282 -2.775 -2.137 0.085
H 4.769 -2.932 -3.197 0.098
H 4.925 -2.562 -1.436 0.099
H 2.870 -0.871 -1.145 0.113
H 4.176 0.376 -1.207 0.129
H 3.157 0.929 -3.625 0.131
H 2.532 1.760 -2.178 0.082
H 0.924 0.508 -4.037 0.074
H 1.320 -0.956 -3.077 0.101
H -2.272 -0.486 -1.907 0.086
H -1.630 -0.487 -0.253 0.105
H -1.662 -2.751 -1.209 0.120
H -0.694 -2.325 -2.634 0.102
H -0.179 1.438 0.545 0.115
H 1.478 0.851 0.080 0.103
H -2.031 2.907 -1.857 -0.016
H -2.283 1.466 -3.654 -0.013
C 8.063 4.114 1.533 -0.334
O 8.466 4.298 0.401 0.009
N 6.753 4.023 1.879 -0.189
C 6.321 3.800 3.248 -0.057
C 5.750 4.155 0.841 -0.060
H 8.745 4.002 2.383 0.113
H 5.742 2.872 3.293 0.082
H 5.693 4.639 3.564 0.086
H 7.174 3.718 3.922 0.051
H 5.904 3.377 0.088 0.090
H 5.854 5.130 0.359 0.097
H 4.753 4.062 1.264 0.051
C -0.607 -1.605 -5.666 -0.335
O -1.206 -1.209 -4.673 -0.043
N -0.673 -1.017 -6.878 -0.185
C 0.059 -1.533 -8.019 -0.042
C -1.500 0.166 -7.045 -0.033
H 0.042 -2.489 -5.648 0.110
H 0.744 -0.765 -8.385 0.094
H -0.646 -1.797 -8.809 0.095
H 0.631 -2.417 -7.742 0.091
H -1.152 0.952 -6.370 0.073
H -2.535 -0.076 -6.793 0.095
H -1.449 0.520 -8.072 0.092
C 9.108 2.627 5.497 -0.325
O 9.056 3.056 4.359 -0.016
N 9.691 1.464 5.859 -0.196
C 9.716 1.014 7.237 -0.055
C 10.312 0.641 4.835 -0.035
H 8.669 3.173 6.346 0.139
H 10.753 0.903 7.562 0.092
H 9.208 0.050 7.311 0.091
H 9.215 1.731 7.886 0.084
H 11.099 1.211 4.340 0.097
H 9.564 0.364 4.090 0.094
H 10.735 -0.257 5.279 0.088
C -0.183 -5.623 -4.468 -0.325
O -0.266 -4.418 -4.651 -0.012
N -0.886 -6.323 -3.554 -0.192
C -0.745 -7.759 -3.409 -0.048
C -1.807 -5.612 -2.691 -0.033
H 0.493 -6.254 -5.065 0.136
H -1.711 -8.236 -3.586 0.094
H -0.408 -7.988 -2.396 0.093
H -0.020 -8.150 -4.121 0.086
H -2.556 -5.100 -3.298 0.098
H -1.253 -4.869 -2.120 0.072
H -2.301 -6.302 -2.010 0.096
C -4.926 -2.983 -1.494 -0.364
O -4.752 -4.148 -1.202 0.011
N -5.463 -2.047 -0.677 -0.196
C -5.627 -0.670 -1.094 -0.063
C -5.887 -2.430 0.658 -0.034
H -4.643 -2.583 -2.483 0.132
H -5.059 -0.025 -0.418 0.081
H -6.684 -0.401 -1.050 0.094
H -5.264 -0.526 -2.112 0.082
H -5.033 -2.829 1.211 0.095
H -6.648 -3.208 0.585 0.100
H -6.295 -1.570 1.186 0.056
C -6.405 -0.656 3.822 -0.359
O -7.167 -0.347 2.926 -0.014
N -6.636 -1.622 4.737 -0.196
C -5.679 -1.936 5.781 -0.054
C -7.881 -2.367 4.672 -0.032
H -5.434 -0.153 3.961 0.132
H -5.372 -2.980 5.687 0.092
H -6.145 -1.782 6.756 0.093
H -4.799 -1.298 5.703 0.083
H -7.954 -2.869 3.706 0.091
H -8.722 -1.678 4.769 0.097
H -7.921 -3.105 5.471 0.090
C -6.198 3.232 -1.310 -0.376
O -5.802 3.476 -2.433 -0.004
N -7.495 3.189 -0.930 -0.200
C -7.887 2.888 0.434 -0.053
C -8.524 3.454 -1.920 -0.037
H -5.500 3.017 -0.484 0.123
H -8.513 1.993 0.441 0.091
H -8.453 3.729 0.841 0.092
H -7.012 2.713 1.059 0.081
H -8.443 2.729 -2.732 0.093
H -8.382 4.454 -2.333 0.096
H -9.511 3.383 -1.466 0.089
C 2.708 1.102 3.401 -0.368
O 2.934 -0.025 3.785 0.019
N 2.089 2.065 4.127 -0.198
C 1.852 3.390 3.592 -0.057
C 1.652 1.756 5.478 -0.038
H 2.998 1.443 2.393 0.114
H 2.357 4.128 4.220 0.094
H 0.777 3.589 3.588 0.090
H 2.234 3.467 2.575 0.048
H 2.513 1.459 6.078 0.096
H 0.946 0.925 5.450 0.092
H 1.176 2.625 5.928 0.088
```

Output
2S+1	1
gap between HOMO and LUMO	0.2603	hartree
maximum force	2.38	eV Å⁻¹
electronic energy	-101384.9162	eV
HOMO energy	-10.08	eV
net charge	+1
molecular weight	860.99	g mol⁻¹

=====

Entry 2:
A 6-piece molecular cluster, C31H74BBrIN2O8 overall at a distorted geometry, computed with the ωB97M-V functional and the def2-TZVPD basis.

The geometry in XYZ format:
```
118
Properties=species:S:1:pos:R:3:lowdin_charge:R:1
C -3.100 2.336 6.169 -0.045
C -4.059 1.598 5.254 -0.207
O -3.418 0.450 4.668 -0.087
C -3.765 -0.740 5.210 -0.462
O -4.019 -0.879 6.401 0.122
C -3.788 -1.917 4.265 -0.103
C -4.479 -1.682 2.916 -0.132
C -3.973 -0.600 1.991 -0.182
N -2.635 -0.776 1.315 -0.379
Br -1.198 -0.621 2.578 0.943
B -2.457 -2.158 0.608 -0.757
O -3.562 -2.521 -0.096 0.217
N -1.251 -2.923 0.678 -0.111
C -1.328 -3.984 1.703 -0.046
C -1.023 -3.553 -0.650 -0.034
C -2.486 0.387 0.308 -0.653
I -1.587 2.077 1.300 0.975
C -1.700 0.042 -0.940 -0.286
C -0.192 -0.179 -0.828 -0.114
H -2.104 2.169 5.784 0.078
H -3.323 3.390 6.203 0.079
H -3.124 1.886 7.152 0.080
H -4.975 1.325 5.757 0.125
H -4.328 2.256 4.436 0.115
H -2.774 -2.283 4.162 0.077
H -4.324 -2.690 4.792 0.131
H -5.492 -1.382 3.162 0.140
H -4.601 -2.641 2.430 0.115
H -3.957 0.365 2.472 0.099
H -4.676 -0.514 1.172 0.138
H -3.908 -3.363 0.206 0.137
H -1.764 -4.900 1.312 0.090
H -1.924 -3.675 2.556 0.066
H -0.343 -4.237 2.068 0.098
H -1.171 -2.829 -1.437 0.079
H -1.700 -4.380 -0.844 0.090
H -0.013 -3.937 -0.682 0.104
H -3.443 0.791 0.029 0.086
H -2.167 -0.754 -1.514 0.113
H -1.808 0.916 -1.574 0.116
H 0.115 -0.638 -1.760 0.081
H 0.083 -0.875 -0.049 0.044
H 0.343 0.754 -0.767 0.057
C 0.030 -8.485 -0.741 -0.075
C -0.956 -8.592 0.409 -0.278
O -2.090 -7.749 0.274 -0.184
C -2.907 -7.993 -0.859 -0.290
C -3.519 -9.382 -0.890 -0.074
H 0.311 -7.444 -0.909 0.074
H 0.929 -9.058 -0.518 0.081
H -0.386 -8.871 -1.672 0.070
H -0.471 -8.277 1.333 0.116
H -1.268 -9.631 0.556 0.111
H -2.352 -7.793 -1.783 0.107
H -3.705 -7.250 -0.805 0.111
H -2.763 -10.155 -1.028 0.070
H -4.227 -9.462 -1.714 0.080
H -4.041 -9.590 0.044 0.085
C -2.928 5.484 -3.941 -0.069
C -2.157 4.390 -3.226 -0.285
O -1.727 3.331 -4.060 -0.170
C -0.813 3.681 -5.085 -0.271
C 0.486 4.250 -4.545 -0.073
H -3.753 5.059 -4.514 0.083
H -3.331 6.193 -3.218 0.079
H -2.295 6.041 -4.633 0.070
H -2.806 3.917 -2.485 0.112
H -1.307 4.807 -2.676 0.087
H -1.274 4.364 -5.807 0.111
H -0.610 2.753 -5.619 0.118
H 0.340 5.223 -4.072 0.063
H 1.208 4.380 -5.351 0.082
H 0.912 3.576 -3.800 0.071
C 5.308 2.293 -2.396 -0.068
C 3.861 1.875 -2.216 -0.282
O 3.190 1.566 -3.422 -0.169
C 3.735 0.494 -4.169 -0.273
C 3.737 -0.832 -3.426 -0.070
H 5.391 3.107 -3.117 0.084
H 5.719 2.623 -1.442 0.076
H 5.923 1.466 -2.752 0.071
H 3.297 2.698 -1.773 0.110
H 3.795 1.032 -1.515 0.091
H 4.744 0.741 -4.517 0.112
H 3.108 0.412 -5.057 0.118
H 4.420 -0.819 -2.575 0.058
H 4.052 -1.635 -4.091 0.080
H 2.737 -1.059 -3.050 0.069
C 7.604 -0.977 1.942 -0.076
C 7.054 0.097 1.020 -0.277
O 6.025 -0.358 0.159 -0.171
C 4.859 -0.846 0.787 -0.286
C 4.138 0.188 1.637 -0.074
H 7.906 -1.853 1.368 0.084
H 8.470 -0.598 2.484 0.080
H 6.867 -1.298 2.680 0.066
H 7.847 0.448 0.360 0.120
H 6.716 0.966 1.597 0.109
H 5.084 -1.743 1.377 0.110
H 4.204 -1.163 -0.027 0.105
H 4.722 0.474 2.513 0.070
H 3.187 -0.214 1.991 0.068
H 3.945 1.092 1.057 0.072
C 0.478 7.039 2.271 -0.072
C -0.438 6.168 1.428 -0.299
O -0.656 6.647 0.119 -0.159
C 0.496 6.752 -0.699 -0.269
C 1.207 5.429 -0.936 -0.083
H 0.124 8.070 2.273 0.086
H 0.504 6.674 3.298 0.077
H 1.501 7.039 1.893 0.069
H -1.424 6.131 1.894 0.117
H -0.065 5.134 1.391 0.077
H 1.190 7.495 -0.292 0.112
H 0.138 7.147 -1.650 0.117
H 1.656 5.039 -0.020 0.067
H 2.005 5.556 -1.667 0.081
H 0.507 4.678 -1.309 0.060
```

Output
2S+1	1
gap between HOMO and LUMO	0.2599	hartree
maximum force	2.46	eV Å⁻¹
electronic energy	-131518.9491	eV
HOMO energy	-11.29	eV
net charge	+1
molecular weight	820.56	g mol⁻¹

=====

The highest molecular weight belongs to which entry? C31H73FN9O11P2S